Record 1
67
Properties=species:S:1:pos:R:3 method="wB97M-V/def2-TZVPD" energy_ha=-3636.96047 homo_lumo_gap_ev="7.0 / 7.2" multiplicity=6 lumo_ha="-0.123 / -0.131" total_charge=+1 relative_energy_kj_mol=943.43
Fe -0.6150 -0.8419 1.4938
C -5.0643 -0.1163 2.7736
C -1.8088 -1.1686 -0.3262
C -2.0473 -2.3147 -1.0664
C -1.8774 -2.0314 -2.4168
C -1.7688 -2.9816 -3.5493
N -1.6653 -0.7151 -2.6335
N -1.6176 -0.1806 -1.2901
B -0.2494 -0.1711 -2.1781
N 0.1647 1.1152 -2.7215
N 0.8960 1.8805 -1.8454
C 1.1958 2.9792 -2.5024
C 1.9696 4.0758 -1.8524
C 0.6800 2.9369 -3.8238
C 0.0272 1.7416 -3.9332
C -0.6602 1.1349 -5.1109
N 0.7506 -1.1137 -1.6005
N 0.7944 -1.4898 -0.2665
C 1.7796 -2.3658 -0.1642
C 2.1048 -3.0273 1.1315
C 2.3981 -2.5605 -1.4164
C 1.7309 -1.7454 -2.2958
C 1.9520 -1.4834 -3.7469
H -5.1595 -0.2474 3.8456
H -5.0091 0.9803 2.4863
H -3.1372 -1.7274 2.5415
H -2.1747 -3.3013 -0.6491
H -2.5498 -3.7375 -3.4797
H -0.8087 -3.5002 -3.4865
H -1.8375 -2.4715 -4.5069
H -1.9914 0.7571 -1.1828
H 2.3834 3.7302 -0.9072
H 1.3319 4.9396 -1.6595
H 2.7860 4.4073 -2.4936
H 0.7823 3.6849 -4.5922
H -1.0141 1.9227 -5.7726
H -1.5130 0.5274 -4.8166
H 0.0273 0.5090 -5.6842
H 1.9298 -2.3475 1.9624
H 3.1463 -3.3436 1.1432
H 1.4752 -3.9056 1.2815
H 3.2304 -3.2071 -1.6371
H 2.5926 -2.2527 -4.1714
H 2.4315 -0.5139 -3.8957
H 1.0133 -1.4787 -4.3066
Cl -1.4643 -2.8022 2.5013
C -1.9326 0.2241 2.6820
Cl -3.5287 -0.4714 2.2780
C -3.0906 3.7210 1.1030
O -4.0675 3.7272 0.4803
O -2.1052 3.7006 1.7143
H -2.0386 0.6868 3.6687
C 1.3641 -1.1778 4.7719
N 1.3781 0.2686 4.5433
C 1.6959 1.1535 5.6597
C 1.2230 0.7174 3.3070
C 1.2729 2.1907 3.0262
O 1.0453 -0.0882 2.3585
H 1.3592 -1.3586 5.8423
H 2.2498 -1.6421 4.3370
H 0.4788 -1.6260 4.3236
H 1.3766 0.6781 6.5827
H 1.1688 2.0986 5.5661
H 2.7683 1.3473 5.7198
H 2.2088 2.6274 3.3760
H 0.4532 2.7082 3.5267
H 1.1803 2.3355 1.9540

Record 2
77
Properties=species:S:1:pos:R:3 method="wB97M-V/def2-TZVPD" energy_ha=-3346.20416 homo_lumo_gap_ev=10.1 lumo_ha=0.020 relative_energy_kj_mol=0.00
F -5.5517 1.6653 1.0199
C -5.9421 2.8838 1.4540
F -6.1285 3.6648 0.3604
C -4.8862 3.5223 2.3549
F -3.7441 3.7307 1.6670
F -5.3611 4.7555 2.6974
C -4.5653 2.7734 3.6655
O -3.4097 1.9557 3.6467
C -3.5006 0.6660 3.1987
F -4.7793 0.3155 2.9598
F -3.0519 -0.1349 4.1927
C -2.6106 0.4459 1.9777
F -2.9862 1.2551 0.9661
F -2.7254 -0.8345 1.5500
H -6.8981 2.7916 1.9774
H -4.3382 3.5336 4.4052
H -5.4335 2.2464 4.0628
H -1.5654 0.6475 2.2207
F -2.2522 5.5185 5.6590
C -3.2769 6.2489 5.1697
F -4.3096 5.3896 4.9370
C -2.8977 6.9552 3.8710
F -2.6078 6.0499 2.9154
F -4.0078 7.6295 3.4556
C -1.7629 7.9840 3.9600
O -0.4853 7.5341 3.5697
C 0.3102 6.9089 4.4947
F -0.2414 6.9521 5.7241
F 1.4689 7.6010 4.5565
C 0.6326 5.4791 4.0650
F -0.5015 4.7570 3.9455
F 1.4069 4.8900 5.0049
H -3.5968 6.9641 5.9320
H -2.0101 8.7554 3.2332
H -1.7419 8.4898 4.9255
H 1.1583 5.4758 3.1080
C -2.4698 1.8970 -2.6909
O -1.1063 1.6182 -2.9659
C -0.8995 0.2304 -2.9630
C 0.3042 -0.1714 -3.7942
C 0.4123 -1.6911 -3.7629
C 1.7020 -2.2454 -4.3479
C 1.5220 -3.7515 -4.6087
C 2.8245 -4.5179 -4.6213
C 3.3610 -4.8182 -3.2087
C 3.8860 -6.2654 -3.0510
C 5.2853 -6.2496 -2.4411
C 5.9208 -7.6490 -2.3998
N 5.8622 -8.1788 -1.0015
S 7.3032 -8.7566 -0.4668
O 7.3754 -10.1501 -0.6365
O 8.3841 -7.9967 -0.9325
F 7.1731 -8.4733 1.0359
H -2.8877 1.1682 -2.0028
H -3.0594 1.8506 -3.6027
H -2.5498 2.8619 -2.2088
H -0.7416 -0.1778 -1.9597
H -1.7465 -0.3185 -3.3755
H 0.1337 0.1506 -4.8168
H 1.2023 0.3376 -3.4575
H -0.4122 -2.0917 -4.3472
H 0.3120 -2.0270 -2.7342
H 2.5130 -2.1182 -3.6351
H 2.0133 -1.7333 -5.2528
H 0.9510 -3.8373 -5.5294
H 0.8813 -4.1086 -3.8085
H 2.6339 -5.4866 -5.0763
H 3.6000 -4.0462 -5.2142
H 4.1881 -4.1503 -3.0009
H 2.6029 -4.6290 -2.4569
H 3.1966 -6.7757 -2.3844
H 3.8711 -6.8175 -3.9847
H 5.9065 -5.5150 -2.9396
H 5.1783 -5.9241 -1.4143
H 6.9270 -7.5760 -2.7878
H 5.3732 -8.3362 -3.0313
H 5.2652 -8.9970 -1.0257